The following is a DFT calculation (ωB97M-V/def2-TZVPD) of C33H34F5IrN2O4S3Si as an isolated structure.

As for the multiplicity: 1. For the electronic energy, the calculation gives -3776.0813 Eh. The calculation puts the HOMO-LUMO gap at 7.09 eV. Its energy relative to the best compared isomer or geometry (same formula, charge and spin) is 1.651 eV. As for the charge: 0. The molar mass is 934.14 g mol⁻¹.

XYZ file:
```
83
Properties=species:S:1:pos:R:3:forces:R:3:lowdin_charge:R:1
Ir -1.156 0.042 0.257 0.2 1.0 0.1 1.219
S -3.178 -0.611 -2.248 0.1 0.4 -0.1 0.987
S -1.599 3.508 0.600 0.3 -0.1 0.3 0.961
S -1.905 -0.311 2.515 -0.5 -0.3 -0.7 0.710
Si -2.162 -3.295 -0.101 0.2 0.1 0.3 0.272
F 0.041 -2.635 2.323 0.0 -0.3 -0.3 0.090
F 2.157 -3.132 3.882 0.0 -0.1 0.0 0.112
F -0.922 1.206 4.861 0.0 0.1 0.0 0.069
F 2.747 -1.480 5.944 0.2 0.0 0.1 0.126
F 1.211 0.717 6.394 0.0 0.0 0.1 0.113
O -1.633 -1.789 -0.474 0.7 0.0 -0.1 -0.561
O 0.721 -0.182 1.029 -0.3 -0.1 0.1 -0.256
O -2.082 2.095 0.875 0.5 0.3 -0.2 -0.660
O -2.756 0.585 -1.387 -0.1 -0.5 0.5 -0.604
N 0.015 1.234 -1.219 -1.1 -0.7 -0.6 0.012
N 1.663 1.921 -2.458 0.0 0.1 -0.1 0.134
C 0.389 -1.273 -5.007 0.0 0.0 0.0 -0.075
C -3.279 -3.375 1.395 -0.1 0.0 0.0 -0.184
C 0.106 3.506 1.134 0.0 0.0 0.0 -0.398
C 4.190 3.267 2.400 -0.1 -0.1 -0.1 -0.041
C -0.122 -2.319 -4.250 0.0 0.0 -0.1 -0.054
C 0.569 2.685 -2.816 0.1 0.0 0.0 -0.080
C -4.351 0.146 -3.376 -0.1 0.0 0.1 -0.224
C 0.440 2.708 2.219 0.0 0.0 0.1 -0.066
C 4.149 -1.315 -1.039 0.1 0.0 0.0 -0.099
C -2.280 4.450 1.965 -0.1 0.0 0.0 -0.217
C 1.394 -2.057 4.110 0.0 -0.1 -0.1 -0.153
C -0.229 -0.027 -4.979 0.0 0.0 0.0 -0.079
C -1.349 0.176 -4.189 0.0 0.0 -0.1 -0.094
C -1.850 -0.871 -3.430 0.1 -0.1 0.2 -0.351
C 1.760 2.652 2.631 0.1 0.1 0.0 -0.005
C 3.796 -1.902 0.178 0.0 0.1 0.0 -0.069
C 2.641 -1.526 0.830 0.0 0.0 0.2 0.014
C 1.707 -1.217 5.157 0.0 0.0 0.0 -0.146
C 1.288 1.046 -1.496 0.1 0.2 -0.1 -0.258
C 3.321 -0.351 -1.566 0.0 0.1 0.0 -0.047
C 1.778 -0.539 0.315 -0.2 -0.2 0.0 -0.303
C 0.312 -1.784 3.299 0.0 0.1 0.3 -0.265
C -0.762 -4.535 0.078 0.0 0.0 -0.1 -0.161
C 1.073 4.209 0.433 -0.1 0.0 0.0 -0.086
C 2.152 0.049 -0.908 0.0 -0.1 -0.1 -0.090
C 2.755 3.355 1.949 0.0 0.0 0.1 -0.255
C -0.450 2.234 -2.051 0.0 0.0 0.2 -0.181
C -3.211 -3.950 -1.535 0.0 -0.1 -0.1 -0.187
C 2.396 4.121 0.841 0.1 0.0 0.0 -0.040
C -0.501 -0.680 3.497 -0.1 0.1 -0.1 -0.491
C -0.177 0.128 4.580 -0.1 0.0 -0.1 -0.253
C 0.915 -0.115 5.390 -0.1 0.1 0.1 -0.155
C -1.243 -2.120 -3.458 0.0 0.0 0.1 -0.066
H -3.363 4.466 1.843 0.1 0.0 0.0 0.059
H 0.615 3.451 -3.574 0.0 -0.1 0.1 0.118
H 1.268 -1.427 -5.622 0.0 0.0 0.0 0.104
H -3.791 -4.810 -1.182 0.1 0.1 0.0 0.038
H -4.644 -0.606 -4.111 0.0 0.1 0.0 0.067
H -3.563 -4.411 1.623 0.0 0.1 -0.1 0.033
H -1.486 2.530 -2.044 0.1 -0.1 0.0 0.092
H -2.010 3.960 2.900 0.0 0.0 0.0 0.065
H 2.029 2.056 3.497 0.0 0.0 -0.1 0.118
H 0.057 -4.306 -0.614 -0.1 0.0 0.0 0.030
H -1.632 -2.918 -2.840 0.2 0.3 -0.2 0.051
H 3.573 0.086 -2.529 0.0 0.0 0.0 0.103
H 0.169 0.793 -5.566 0.0 0.0 0.0 0.105
H 4.730 4.191 2.190 0.0 0.0 0.0 0.077
H 5.046 -1.619 -1.565 -0.1 0.0 0.0 0.098
H 2.595 2.014 -2.817 0.1 0.0 0.0 0.149
H -5.211 0.436 -2.774 0.0 0.0 0.0 0.058
H -4.195 -2.800 1.211 0.1 -0.1 0.1 0.035
H 0.366 -3.286 -4.262 0.0 0.0 0.0 0.111
H -3.925 1.023 -3.860 0.0 0.0 0.0 0.048
H -2.599 -4.290 -2.379 -0.3 -0.2 0.2 0.019
H 4.702 2.452 1.882 0.0 0.0 0.0 0.086
H -1.132 -5.543 -0.148 0.1 0.1 0.0 0.030
H 4.425 -2.672 0.608 0.0 0.0 0.0 0.107
H -0.353 -4.544 1.087 0.0 0.0 0.0 0.012
H 3.165 4.651 0.289 0.0 0.0 0.1 0.113
H -0.332 2.130 2.720 0.1 0.0 -0.1 0.081
H -3.915 -3.201 -1.908 0.0 -0.2 0.0 0.002
H 2.370 -1.996 1.766 0.1 0.0 -0.1 0.093
H 0.793 4.817 -0.421 0.0 -0.1 0.0 0.108
H -1.815 1.151 -4.152 0.0 0.0 0.0 0.099
H 4.244 3.063 3.469 0.0 0.0 0.0 0.079
H -2.797 -2.950 2.273 0.0 0.0 0.0 -0.021
H -1.873 5.461 1.915 0.0 0.0 0.0 0.064
```
Positions in Å, forces in eV/Å.

The following is a DFT calculation (ωB97M-V/def2-TZVPD) of C15H23F3InN3OP as an isolated structure.

As for the multiplicity: 1. For the electronic energy, the calculation gives -1655.3924 Eh. The calculation puts the HOMO-LUMO gap at 1.75 eV. As for the charge: +1. The molar mass is 464.15 g mol⁻¹.

XYZ file:
```
47
Properties=species:S:1:pos:R:3:forces:R:3:lowdin_charge:R:1
In 0.869 5.526 -2.800 0.7 1.2 -0.9 0.543
P -0.464 3.413 -2.369 -0.1 -0.1 -0.5 0.438
F 0.087 6.142 0.115 0.1 3.0 -1.6 -0.120
F -0.858 7.758 -1.529 2.8 -1.2 2.6 -0.102
F 1.522 7.890 -0.872 -3.8 -1.7 0.5 -0.099
O 3.651 4.681 -1.499 -1.3 -1.1 -0.3 -0.349
N -0.080 2.148 -3.303 0.5 -1.3 1.7 -0.460
N -0.635 0.235 2.197 -0.1 -0.7 0.0 -0.074
N -1.081 -6.586 0.452 0.2 0.5 0.1 -0.086
C -0.953 -3.867 1.072 0.0 -1.0 -0.2 -0.133
C -0.962 -0.081 0.924 0.0 -0.6 0.1 0.051
C -0.570 -2.076 2.769 0.1 0.2 0.2 0.052
C -0.461 1.654 2.566 0.1 0.4 0.0 0.052
C 2.810 3.582 -1.000 0.4 0.3 -0.5 -0.188
C 0.149 -4.712 1.255 0.0 -0.3 0.0 0.062
C -1.094 -1.416 0.533 0.0 0.3 0.0 0.071
C -2.159 -5.799 0.239 0.3 0.8 0.3 0.034
C 3.118 5.275 -2.738 0.9 1.0 -0.9 -0.325
C -0.882 -2.445 1.455 0.1 1.1 0.3 -0.142
C -1.176 -8.032 0.166 -0.2 -0.2 -0.1 0.044
C 0.337 6.981 -1.088 0.8 -0.5 -1.8 -0.318
C -2.114 -4.435 0.539 -0.2 -0.5 -0.2 0.066
C 0.066 -6.067 0.938 -0.2 0.7 0.1 0.034
C -0.453 -0.732 3.121 -0.1 -0.6 -0.5 0.033
H 3.582 6.373 -2.800 -1.0 -2.4 0.3 0.077
H -0.295 3.049 -0.976 -0.6 0.3 -0.1 -0.108
H 0.909 -6.737 1.080 -0.3 0.1 -0.1 0.155
H -1.103 0.740 0.226 0.1 0.0 0.1 0.149
H 0.376 2.045 1.981 -0.2 0.1 0.1 0.121
H -1.464 -8.151 -0.881 0.0 -0.1 0.2 0.119
H 0.366 6.189 -4.428 0.1 -0.4 0.9 -0.085
H 3.519 2.910 -0.315 -1.7 1.4 -1.5 0.102
H 1.880 4.006 -0.392 1.8 -0.8 -1.0 0.061
H -3.054 -6.272 -0.159 0.2 0.0 0.1 0.160
H -1.388 2.181 2.332 0.2 0.0 0.0 0.123
H -1.933 -8.451 0.835 0.2 0.0 -0.2 0.120
H -1.868 3.759 -2.536 0.4 -0.3 0.6 -0.077
H 0.228 1.404 -2.608 -0.4 0.9 -1.4 -0.095
H -1.338 -1.635 -0.505 0.1 0.2 0.2 0.148
H 3.505 4.735 -3.729 -0.6 0.7 2.2 0.068
H -3.007 -3.833 0.373 0.2 -0.2 0.0 0.147
H 2.404 3.007 -1.943 0.7 0.6 2.0 0.070
H 1.088 -4.324 1.646 -0.2 -0.1 -0.1 0.146
H -0.212 -8.513 0.346 -0.2 0.2 0.0 0.109
H -0.415 -2.832 3.539 0.0 0.2 -0.2 0.142
H -0.242 1.738 3.634 -0.1 -0.1 -0.3 0.109
H -0.205 -0.428 4.135 -0.1 0.0 -0.3 0.155
```
Positions in Å, forces in eV/Å.

The following is a DFT calculation (ωB97M-V/def2-TZVPD) of C43H33BrHgN4O5PS as an isolated structure.

As for the multiplicity: 2. For the electronic energy, the calculation gives -5720.7020 Eh. The calculation puts the HOMO-LUMO gap (spin up / spin down) at 3.79 / 5.96 eV. Its energy relative to the best compared isomer or geometry (same formula, charge and spin) is 0.000 eV. As for the charge: -2. The molar mass is 1029.29 g mol⁻¹.

XYZ file:
```
89
Properties=species:S:1:pos:R:3:forces:R:3:lowdin_charge:R:1
Hg -1.484 -1.382 -0.112 0.0 0.0 0.1 1.111
Br 2.252 2.121 -3.954 0.0 0.0 0.0 0.745
S -3.910 -0.536 -2.547 0.0 0.0 0.0 0.543
P 1.351 -2.019 0.895 0.1 0.0 -0.1 1.052
O -3.412 -1.862 -2.831 0.0 0.0 0.0 -0.338
O 3.683 0.586 -1.385 0.0 0.0 0.0 -0.053
O -5.352 -0.389 -2.490 0.0 0.0 0.0 -0.335
O -2.890 -3.660 0.951 0.0 0.0 0.0 -0.148
O 3.128 3.235 2.265 0.0 0.0 0.0 -0.035
N -3.118 0.030 -1.309 0.0 0.0 0.0 -0.212
N -1.154 1.059 0.203 0.0 0.0 0.0 0.036
N 3.018 1.927 0.367 0.0 0.0 0.0 0.159
N -0.026 -0.828 -2.238 0.0 0.0 0.0 0.035
C -1.164 -4.718 2.804 0.0 0.0 0.0 -0.071
C 2.849 -3.056 -2.773 0.0 0.0 0.0 -0.097
C 5.513 -1.227 2.779 0.0 0.0 0.0 -0.115
C 4.151 -2.541 1.290 0.0 0.0 0.0 -0.093
C 0.953 -0.276 -4.767 0.0 0.0 0.0 -0.126
C -0.317 -1.621 -3.266 0.0 0.0 0.0 -0.151
C -3.406 0.488 -3.934 0.0 0.0 0.0 -0.250
C 2.223 -4.265 -3.061 0.0 0.0 0.0 -0.120
C -0.735 -3.674 1.914 0.0 0.0 0.0 -0.299
C -2.206 3.230 0.290 0.0 0.0 0.0 -0.168
C 1.250 0.539 -3.690 0.0 0.0 0.0 -0.668
C 0.161 -1.389 -4.545 0.0 0.0 0.0 -0.053
C -3.309 4.052 -0.043 0.0 0.0 0.0 -0.075
C 4.414 -0.431 3.071 0.0 0.0 0.0 -0.099
C 3.657 2.581 1.365 0.0 0.0 0.0 -0.548
C 3.926 1.267 -0.390 0.0 0.0 0.0 -0.523
C 5.184 2.427 1.272 0.0 0.0 0.0 -0.118
C 5.380 -2.277 1.880 0.0 0.0 0.0 -0.099
C 3.038 -1.754 1.581 0.0 0.0 0.0 -0.374
C -2.231 1.221 -3.896 0.0 0.0 0.0 -0.057
C 0.766 0.226 -2.429 0.0 0.0 0.0 -0.191
C -0.118 1.542 0.842 0.0 0.0 0.0 -0.141
C -4.334 2.178 -1.188 0.0 0.0 0.0 -0.036
C 1.742 -2.974 -0.627 0.0 0.0 0.0 -0.379
C -4.341 3.519 -0.761 0.0 0.0 0.0 -0.100
C 1.122 -4.186 -0.918 0.0 0.0 0.0 -0.082
C -0.329 -5.298 3.717 0.0 0.0 0.0 -0.142
C -3.796 1.211 -6.189 0.0 0.0 0.0 -0.098
C 3.193 -0.687 2.465 0.0 0.0 0.0 -0.099
C -2.195 1.879 -0.109 0.0 0.0 0.0 -0.169
C 1.467 -3.903 2.949 0.0 0.0 0.0 -0.131
C -0.019 2.890 1.249 0.0 0.0 0.0 -0.031
C -1.071 3.713 0.988 0.0 0.0 0.0 -0.017
C -3.276 1.336 -0.893 0.0 0.0 0.0 -0.291
C -4.197 0.488 -5.076 0.0 0.0 0.0 -0.066
C 0.655 -3.290 2.000 0.0 0.0 0.0 -0.355
C -2.613 1.942 -6.158 0.0 0.0 0.0 -0.101
C -1.835 1.950 -5.010 0.0 0.0 0.0 -0.075
C -1.744 -3.187 1.025 0.0 0.0 0.0 -0.545
C 1.014 -4.890 3.818 0.0 0.0 0.0 -0.143
C 1.358 -4.824 -2.132 0.0 0.0 0.0 -0.100
C 2.602 -2.410 -1.573 0.0 0.0 0.0 -0.119
C 5.357 1.437 0.137 0.0 0.0 0.0 -0.105
H 1.024 0.833 -1.569 0.0 0.0 0.0 0.092
H 0.700 0.858 1.033 0.0 0.0 0.0 0.053
H 1.324 -0.035 -5.754 0.0 0.0 0.0 0.098
H 2.348 -0.040 2.674 0.0 0.0 0.0 0.100
H 6.008 1.768 -0.673 0.0 0.0 0.0 0.104
H -4.408 1.209 -7.083 0.0 0.0 0.0 0.092
H 6.473 -1.021 3.238 0.0 0.0 0.0 0.092
H 2.404 -4.763 -4.007 0.0 0.0 0.0 0.087
H -5.169 1.793 -1.756 0.0 0.0 0.0 0.090
H -0.712 -6.075 4.372 0.0 0.0 0.0 0.081
H -2.200 -5.020 2.726 0.0 0.0 0.0 0.092
H 5.706 0.458 0.470 0.0 0.0 0.0 0.096
H -1.051 4.756 1.289 0.0 0.0 0.0 0.108
H -5.192 4.139 -1.021 0.0 0.0 0.0 0.093
H 4.052 -3.369 0.599 0.0 0.0 0.0 0.106
H -0.974 -2.455 -3.055 0.0 0.0 0.0 0.100
H -0.913 2.518 -4.974 0.0 0.0 0.0 0.091
H 1.685 -5.336 4.542 0.0 0.0 0.0 0.070
H 5.574 2.092 2.234 0.0 0.0 0.0 0.090
H -0.103 -2.057 -5.354 0.0 0.0 0.0 0.106
H 3.518 -2.600 -3.494 0.0 0.0 0.0 0.100
H 3.068 -1.448 -1.383 0.0 0.0 0.0 0.077
H 0.445 -4.629 -0.197 0.0 0.0 0.0 0.096
H 2.505 -3.602 3.021 0.0 0.0 0.0 0.081
H 0.895 3.221 1.730 0.0 0.0 0.0 0.079
H 4.505 0.406 3.753 0.0 0.0 0.0 0.102
H -1.631 1.219 -2.997 0.0 0.0 0.0 0.097
H -5.120 -0.076 -5.075 0.0 0.0 0.0 0.109
H 5.614 3.410 1.065 0.0 0.0 0.0 0.104
H 0.856 -5.760 -2.349 0.0 0.0 0.0 0.093
H -3.311 5.090 0.271 0.0 0.0 0.0 0.095
H -2.303 2.509 -7.027 0.0 0.0 0.0 0.092
H 6.235 -2.898 1.639 0.0 0.0 0.0 0.093
```
Positions in Å, forces in eV/Å.

The following is a DFT calculation (ωB97M-V/def2-TZVPD) of a 2-piece molecular cluster, C5H11O overall.

As for the multiplicity: 1. For the electronic energy, the calculation gives -272.2908 Eh. The calculation puts the HOMO-LUMO gap at 6.18 eV. Its energy relative to the best compared isomer or geometry (same formula, charge and spin) is 0.988 eV. As for the charge: -1. The molar mass is 87.14 g mol⁻¹.

XYZ file:
```
17
Properties=species:S:1:pos:R:3:forces:R:3:lowdin_charge:R:1
O -0.958 -1.708 -0.727 0.0 -0.1 0.0 -0.415
C 0.500 0.558 0.463 -0.2 0.0 -0.6 -0.280
C -1.068 -3.050 -0.821 0.0 0.2 -0.2 -0.487
C 0.875 1.736 -0.376 -0.3 0.1 0.7 -0.215
C 1.940 2.508 -0.202 0.1 0.1 -0.2 -0.047
C -0.918 0.665 1.052 0.8 0.3 0.4 -0.123
H 2.606 2.360 0.642 0.1 -0.1 -0.1 0.037
H 0.138 1.978 -1.140 0.2 -0.1 -0.3 0.099
H 0.473 -0.304 -0.220 -0.1 -0.2 0.2 0.076
H -0.907 -3.452 -1.858 0.0 -0.1 0.0 0.022
H -2.076 -3.456 -0.539 0.0 -0.1 0.1 0.022
H 1.256 0.385 1.232 0.0 0.0 0.0 0.098
H -1.520 1.322 0.424 -0.2 -0.1 0.0 0.059
H -0.824 1.114 2.048 -0.3 0.1 0.0 0.054
H -1.364 -0.322 1.111 -0.1 0.0 -0.2 0.046
H 2.194 3.291 -0.908 -0.1 0.1 0.1 0.027
H -0.347 -3.625 -0.182 0.0 -0.1 0.0 0.026
```
Positions in Å, forces in eV/Å.

Please write out number 2 again, unchanged.
The following is a DFT calculation (ωB97M-V/def2-TZVPD) of C15H23F3InN3OP as an isolated structure.

As for the multiplicity: 1. For the electronic energy, the calculation gives -1655.3924 Eh. The calculation puts the HOMO-LUMO gap at 1.75 eV. As for the charge: +1. The molar mass is 464.15 g mol⁻¹.

XYZ file:
```
47
Properties=species:S:1:pos:R:3:forces:R:3:lowdin_charge:R:1
In 0.869 5.526 -2.800 0.7 1.2 -0.9 0.543
P -0.464 3.413 -2.369 -0.1 -0.1 -0.5 0.438
F 0.087 6.142 0.115 0.1 3.0 -1.6 -0.120
F -0.858 7.758 -1.529 2.8 -1.2 2.6 -0.102
F 1.522 7.890 -0.872 -3.8 -1.7 0.5 -0.099
O 3.651 4.681 -1.499 -1.3 -1.1 -0.3 -0.349
N -0.080 2.148 -3.303 0.5 -1.3 1.7 -0.460
N -0.635 0.235 2.197 -0.1 -0.7 0.0 -0.074
N -1.081 -6.586 0.452 0.2 0.5 0.1 -0.086
C -0.953 -3.867 1.072 0.0 -1.0 -0.2 -0.133
C -0.962 -0.081 0.924 0.0 -0.6 0.1 0.051
C -0.570 -2.076 2.769 0.1 0.2 0.2 0.052
C -0.461 1.654 2.566 0.1 0.4 0.0 0.052
C 2.810 3.582 -1.000 0.4 0.3 -0.5 -0.188
C 0.149 -4.712 1.255 0.0 -0.3 0.0 0.062
C -1.094 -1.416 0.533 0.0 0.3 0.0 0.071
C -2.159 -5.799 0.239 0.3 0.8 0.3 0.034
C 3.118 5.275 -2.738 0.9 1.0 -0.9 -0.325
C -0.882 -2.445 1.455 0.1 1.1 0.3 -0.142
C -1.176 -8.032 0.166 -0.2 -0.2 -0.1 0.044
C 0.337 6.981 -1.088 0.8 -0.5 -1.8 -0.318
C -2.114 -4.435 0.539 -0.2 -0.5 -0.2 0.066
C 0.066 -6.067 0.938 -0.2 0.7 0.1 0.034
C -0.453 -0.732 3.121 -0.1 -0.6 -0.5 0.033
H 3.582 6.373 -2.800 -1.0 -2.4 0.3 0.077
H -0.295 3.049 -0.976 -0.6 0.3 -0.1 -0.108
H 0.909 -6.737 1.080 -0.3 0.1 -0.1 0.155
H -1.103 0.740 0.226 0.1 0.0 0.1 0.149
H 0.376 2.045 1.981 -0.2 0.1 0.1 0.121
H -1.464 -8.151 -0.881 0.0 -0.1 0.2 0.119
H 0.366 6.189 -4.428 0.1 -0.4 0.9 -0.085
H 3.519 2.910 -0.315 -1.7 1.4 -1.5 0.102
H 1.880 4.006 -0.392 1.8 -0.8 -1.0 0.061
H -3.054 -6.272 -0.159 0.2 0.0 0.1 0.160
H -1.388 2.181 2.332 0.2 0.0 0.0 0.123
H -1.933 -8.451 0.835 0.2 0.0 -0.2 0.120
H -1.868 3.759 -2.536 0.4 -0.3 0.6 -0.077
H 0.228 1.404 -2.608 -0.4 0.9 -1.4 -0.095
H -1.338 -1.635 -0.505 0.1 0.2 0.2 0.148
H 3.505 4.735 -3.729 -0.6 0.7 2.2 0.068
H -3.007 -3.833 0.373 0.2 -0.2 0.0 0.147
H 2.404 3.007 -1.943 0.7 0.6 2.0 0.070
H 1.088 -4.324 1.646 -0.2 -0.1 -0.1 0.146
H -0.212 -8.513 0.346 -0.2 0.2 0.0 0.109
H -0.415 -2.832 3.539 0.0 0.2 -0.2 0.142
H -0.242 1.738 3.634 -0.1 -0.1 -0.3 0.109
H -0.205 -0.428 4.135 -0.1 0.0 -0.3 0.155
```
Positions in Å, forces in eV/Å.

What is the formula in the fourth record? C5H11O

Among the records above, which one has the lowest charge? C43H33BrHgN4O5PS